1.
165
Properties=species:S:1:pos:R:3 method="wB97M-V/def2-TZVPD" energy_ev=-192935.0183 total_charge=0 homo_energy_ev=-10.26 e_above_lowest_kj_mol=376.0 lumo_energy_ev=0.009 largest_force_ev_per_a=4.75 orbital_gap_ev=10.27
C -14.169 0.229 -1.430
O -13.923 -1.149 -1.183
P -13.006 -1.766 -0.029
O -13.262 -1.217 1.317
O -13.334 -3.339 -0.205
C -13.002 -4.001 -1.393
O -11.459 -1.608 -0.615
C -10.756 -0.404 -0.693
H -13.789 0.458 -2.426
H -13.724 0.894 -0.689
H -15.245 0.297 -1.271
H -13.941 -4.449 -1.721
H -12.184 -4.714 -1.288
H -12.828 -3.277 -2.189
H -9.774 -0.433 -0.221
H -11.150 0.487 -0.205
H -10.497 -0.190 -1.730
C 5.664 -0.420 10.590
O 4.729 0.175 9.666
P 3.250 -0.389 9.600
O 3.080 -1.760 10.198
O 2.362 0.747 10.303
C 2.208 0.515 11.726
O 2.905 -0.261 8.057
C 3.131 0.979 7.376
H 6.346 -1.059 10.029
H 5.244 -1.065 11.363
H 6.211 0.434 10.988
H 2.206 1.485 12.222
H 2.983 -0.112 12.168
H 1.321 -0.068 11.973
H 3.047 0.845 6.297
H 4.093 1.441 7.599
H 2.362 1.582 7.857
C 9.675 -4.770 -1.252
O 10.632 -3.768 -1.197
P 10.219 -2.185 -1.028
O 8.993 -1.746 -1.795
O 11.589 -1.385 -1.355
C 11.588 -0.059 -1.804
O 10.086 -2.052 0.623
C 9.436 -0.909 1.121
H 9.794 -5.424 -0.388
H 9.934 -5.237 -2.202
H 8.675 -4.339 -1.309
H 10.648 0.460 -1.619
H 11.848 0.081 -2.854
H 12.284 0.518 -1.195
H 9.250 -0.168 0.343
H 10.153 -0.521 1.844
H 8.486 -1.247 1.533
C -3.229 7.168 -5.967
O -3.956 6.162 -6.576
P -3.525 5.519 -8.001
O -4.517 4.558 -8.511
O -3.183 6.829 -8.904
C -3.370 6.824 -10.338
O -2.101 4.923 -7.588
C -1.222 4.448 -8.579
H -2.201 6.874 -5.756
H -3.811 7.235 -5.048
H -3.349 8.099 -6.521
H -2.915 7.688 -10.823
H -4.431 6.710 -10.559
H -2.847 5.978 -10.783
H -1.596 4.501 -9.602
H -0.971 3.401 -8.409
H -0.276 4.978 -8.467
C 0.087 -5.327 -2.947
O 0.846 -6.491 -3.222
P 2.474 -6.441 -3.325
O 3.170 -5.602 -2.276
O 2.926 -7.997 -3.198
C 2.624 -8.909 -4.229
O 2.759 -6.149 -4.933
C 4.040 -5.712 -5.468
H -0.794 -5.327 -3.588
H 0.640 -4.448 -3.277
H -0.291 -5.284 -1.925
H 2.356 -9.879 -3.811
H 3.445 -9.109 -4.918
H 1.848 -8.638 -4.945
H 4.583 -6.573 -5.857
H 4.636 -5.231 -4.692
H 3.854 -4.991 -6.264
C -2.060 -3.020 4.368
O -3.446 -2.780 4.572
P -4.308 -1.679 3.787
O -4.329 -1.827 2.303
O -5.809 -1.810 4.377
C -6.615 -2.982 4.105
O -3.825 -0.180 4.297
C -2.863 0.510 3.532
H -1.400 -3.029 5.236
H -1.673 -2.153 3.832
H -1.895 -3.947 3.819
H -7.413 -2.612 3.462
H -7.030 -3.368 5.036
H -6.092 -3.734 3.515
H -3.353 0.976 2.677
H -2.052 -0.072 3.093
H -2.474 1.271 4.208
C 2.323 4.003 -3.322
O 1.359 2.980 -3.441
P 0.552 2.705 -2.009
O -0.266 3.845 -1.467
O -0.287 1.340 -2.372
C -1.523 1.412 -3.055
O 1.731 2.265 -0.962
C 2.626 1.202 -1.251
H 2.346 4.623 -2.426
H 2.150 4.718 -4.126
H 3.311 3.546 -3.383
H -1.820 2.460 -3.091
H -2.246 0.874 -2.442
H -1.628 0.949 -4.036
H 3.682 1.380 -1.457
H 2.246 0.691 -2.136
H 2.607 0.492 -0.423
C -9.518 8.952 -2.514
O -9.817 7.722 -3.205
P -10.458 6.487 -2.365
O -10.567 5.208 -3.081
O -9.578 6.421 -0.988
C -8.192 6.126 -1.009
O -11.911 7.059 -1.881
C -12.814 7.537 -2.862
H -10.037 8.900 -1.557
H -9.844 9.808 -3.105
H -8.445 9.015 -2.329
H -7.820 5.781 -1.973
H -8.044 5.274 -0.345
H -7.626 6.997 -0.677
H -13.074 8.589 -2.744
H -13.703 6.911 -2.931
H -12.376 7.430 -3.855
C 6.162 -5.103 5.184
O 7.086 -5.148 6.283
P 7.735 -6.528 6.874
O 7.100 -7.819 6.474
O 9.293 -6.302 6.431
C 9.591 -6.443 5.114
O 7.752 -6.348 8.498
C 6.558 -6.338 9.259
H 5.267 -5.650 5.481
H 6.558 -5.652 4.330
H 5.830 -4.084 4.987
H 10.005 -5.513 4.725
H 8.685 -6.449 4.508
H 10.283 -7.234 4.824
H 5.678 -6.540 8.648
H 6.554 -5.420 9.846
H 6.562 -7.227 9.890
C 7.679 5.466 1.483
O 7.488 5.300 2.881
H 7.684 6.505 1.153
H 8.508 4.893 1.068
H 6.797 5.053 0.994
H 6.784 5.886 3.166
C 6.720 0.469 -6.734
O 7.647 -0.573 -6.792
H 6.994 1.257 -6.032
H 6.607 1.019 -7.668
H 5.700 0.112 -6.588
H 7.896 -0.776 -5.887

2.
11
Properties=species:S:1:pos:R:3 method="wB97M-V/def2-TZVPD" energy_ev=-17780.5907 total_charge=0 homo_energy_ev=-8.64 e_above_lowest_kj_mol=672.4 lumo_energy_ev=-2.354 largest_force_ev_per_a=3.64 orbital_gap_ev=6.28
C -0.698 -0.334 1.976
C -1.397 -0.342 2.978
C -0.261 0.463 -2.017
C 0.347 0.629 -0.884
C 1.002 -0.382 -0.184
Cl 1.082 -1.836 -1.003
H -1.442 -0.599 3.975
H -0.546 1.361 -2.571
H -0.192 -0.518 -2.369
H 0.637 1.650 -0.588
H 1.467 -0.091 0.688

3.
26
Properties=species:S:1:pos:R:3 method="wB97M-V/def2-TZVPD" energy_ev=-14020.1077 total_charge=+1 homo_energy_ev="-11.71 / -11.99" e_above_lowest_kj_mol=373.8 lumo_energy_ev="-5.765 / -5.680" largest_force_ev_per_a=4.94 orbital_gap_ev="5.95 / 6.31"
C 0.942 -0.901 1.450
C 2.176 -0.938 0.865
C 0.257 0.192 0.898
C -1.006 0.722 1.275
C -1.379 1.862 0.654
C -2.602 2.415 0.599
C 0.227 -1.523 -2.699
C -3.858 1.751 0.992
C 1.490 -1.637 -2.881
N 2.248 0.168 -0.012
N 1.121 0.823 -0.036
N 3.205 -1.735 0.962
H 0.659 -1.777 2.065
H -1.657 0.158 1.993
H -0.250 -0.681 -3.168
H -2.574 3.464 0.357
H -0.303 -2.130 -2.000
H -3.570 1.166 1.867
H -4.147 1.007 0.198
H -4.682 2.480 1.205
H 2.136 -2.606 -2.693
H -0.545 2.340 0.141
H 1.952 -0.908 -3.509
H 3.086 0.609 -0.424
H 3.113 -2.571 1.576
H 3.961 -1.751 0.323

4.
19
Properties=species:S:1:pos:R:3 method="wB97M-V/def2-TZVPD" energy_ev=-16495.6035 total_charge=-1 homo_energy_ev=-4.16 e_above_lowest_kj_mol=0.0 lumo_energy_ev=3.571 largest_force_ev_per_a=4.09 orbital_gap_ev=7.73
O -3.054 1.203 -0.066
C -1.998 1.204 0.550
O -1.467 1.972 1.413
C -1.010 -0.061 0.283
N 0.358 0.296 -0.015
C 0.650 1.443 -0.753
C 1.864 1.872 -0.385
N 2.387 1.038 0.618
C 1.301 0.187 0.969
O 1.421 -0.615 1.924
C -1.305 -1.286 1.161
C -1.469 -1.320 -0.299
H -0.057 1.854 -1.438
H 2.411 2.761 -0.777
H 3.180 1.147 1.259
H -2.256 -1.382 1.830
H -0.416 -1.770 1.518
H -0.647 -1.697 -0.767
H -2.432 -1.598 -0.791